DFT (ωB97M-V with the def2-TZVPD basis set) results for C18H27BBr2F5MgN2NaO4S as an isolated structure in a non-equilibrium geometry.

The HOMO-LUMO gap is 1.20 eV. Its calculated total energy is -205308.874 eV. The LUMO energy is -4.96 eV. As for the HOMO energy: -6.160 eV.

Positions of all 62 atoms, in Å:
Br: -0.25 4.29 -6.80
Br: -0.86 2.98 -0.21
S: -0.69 3.16 -4.31
Mg: 3.27 -5.71 1.87
Na: -4.62 3.27 -3.57
F: -3.30 2.55 2.83
F: -5.61 2.58 2.46
F: 5.03 -5.78 -1.10
F: -4.15 2.85 0.67
F: -4.38 4.54 2.25
O: -3.49 -1.69 3.83
O: -0.37 1.73 -4.46
O: -3.74 -0.60 1.87
O: 0.48 -4.09 -1.89
N: 1.61 0.92 2.32
N: 1.62 -2.23 -0.91
C: 0.57 -3.26 -0.98
C: -1.03 0.76 2.51
C: 2.83 0.90 1.60
C: -1.37 -0.76 2.92
C: 1.59 0.92 4.96
C: 0.24 0.41 0.20
C: 2.84 -2.95 -0.45
C: 2.89 0.62 0.12
C: -2.43 3.28 -3.85
C: 1.87 -1.58 -2.22
C: 0.34 0.71 1.70
C: 1.47 0.00 -2.12
C: 2.69 -3.67 0.96
C: 1.54 0.35 -0.56
C: -2.93 -1.06 2.95
C: -0.55 -3.39 0.16
C: -0.05 3.70 -2.72
C: 1.60 1.15 3.76
B: -4.36 3.13 2.05
H: 2.41 -3.00 1.82
H: -0.92 -1.40 2.09
H: -3.43 -1.01 1.04
H: -1.00 -4.44 0.07
H: 1.33 -2.06 -3.09
H: 3.75 -4.12 1.20
H: 1.04 3.67 -2.75
H: -2.68 4.32 -3.60
H: 3.09 -3.76 -1.21
H: -0.76 0.23 -0.27
H: -1.81 1.18 1.79
H: 3.00 -1.61 -2.41
H: -0.38 4.72 -2.52
H: 0.41 0.07 -2.51
H: 3.86 0.61 -0.46
H: -0.98 1.46 3.40
H: 3.81 1.08 2.15
H: 3.76 -2.27 -0.37
H: -3.04 2.95 -4.70
H: -2.63 2.63 -2.98
H: -1.41 -2.66 0.00
H: 2.18 0.63 -2.73
H: 1.59 0.60 6.05
H: -0.12 -3.26 1.20
H: 1.96 -4.58 0.95
H: -0.89 -1.06 3.91
H: -0.43 3.01 -1.90

=====

DFT (ωB97M-V with the def2-TZVPD basis set) results for C18H27Br3N2O14S4 as an isolated structure in a non-equilibrium geometry.

The HOMO-LUMO gap is 7.10 eV. Its calculated total energy is -304203.592 eV. The LUMO energy is -1.38 eV. As for the HOMO energy: -8.478 eV.

Positions of all 68 atoms, in Å:
Br: -1.71 3.64 1.08
Br: -3.47 -1.58 -0.72
Br: 1.67 0.90 3.30
S: -1.66 -4.87 -0.95
S: 4.77 3.54 -1.04
S: -2.82 -5.77 -6.18
S: -2.72 0.39 5.51
O: -1.37 -0.30 6.13
O: -4.00 -6.15 -6.92
O: 5.43 2.58 -2.19
O: -1.82 -6.72 -5.74
O: -1.94 0.98 -2.90
O: -1.42 1.65 -0.58
O: -2.07 -4.57 -7.00
O: 3.74 2.80 -0.36
O: 5.85 4.22 -0.35
O: -2.66 1.82 5.76
O: 4.06 4.61 -2.05
O: -3.79 -0.27 6.55
O: -3.29 -4.88 -4.89
O: -2.95 -0.16 4.20
N: 3.06 -0.03 -0.28
N: -0.98 -2.01 -1.83
C: -3.16 -1.35 7.23
C: 0.53 2.40 2.64
C: -2.68 -3.59 -4.96
C: -0.76 1.95 1.73
C: -0.80 -0.46 0.42
C: -2.45 -3.32 -6.44
C: 0.00 3.22 3.99
C: 0.15 -1.53 1.20
C: -1.57 -0.91 -0.98
C: -1.57 -3.24 -1.52
C: -1.67 0.63 -1.63
C: 1.00 1.56 -0.48
C: 1.12 -2.48 0.60
C: 4.59 4.44 -3.36
C: 1.85 0.34 -1.15
C: -0.35 1.14 0.34
C: -1.69 -0.95 7.36
C: 4.92 2.96 -3.47
H: -1.55 1.40 2.39
H: 1.77 2.21 0.15
H: 1.22 -0.59 -1.49
H: 0.94 3.38 4.69
H: 2.76 -0.13 0.73
H: -1.68 -2.57 -6.61
H: 2.22 -2.47 1.05
H: -0.55 4.23 3.73
H: -1.74 -0.39 1.16
H: 5.49 5.06 -3.43
H: 0.04 -1.57 2.39
H: -3.28 -2.25 6.62
H: -3.32 -2.84 -4.49
H: 2.33 0.78 -2.15
H: 5.66 2.76 -4.25
H: 3.69 0.80 -0.35
H: -1.73 -3.64 -4.42
H: -1.55 -0.23 8.17
H: 0.67 2.28 -1.38
H: 3.87 4.77 -4.11
H: -0.73 2.46 4.54
H: 0.89 -3.28 -0.22
H: -1.04 -1.81 7.51
H: -3.63 -1.51 8.21
H: 4.02 2.37 -3.66
H: -3.38 -3.00 -6.93
H: 1.24 3.16 2.07

=====

DFT (ωB97M-V with the def2-TZVPD basis set) results for C18H27BrNPm as an isolated structure in a non-equilibrium geometry.

Its expectation value of S² is 6.051. As for the spin multiplicity: 5. The HOMO-LUMO gap (spin up / spin down) is 5.36 / 5.34 eV. Its calculated total energy is -107172.092 eV. The LUMO energy (spin up / spin down) is -8.43 / -8.43 eV. The net charge is +2. As for the HOMO energy (spin up / spin down): -13.787 / -13.770 eV.

Positions of all 48 atoms, in Å:
Pm: 0.33 0.63 -0.21
Br: 0.79 -1.76 6.41
N: 0.39 0.10 2.71
C: 0.44 -0.46 5.04
C: 0.23 3.03 -1.45
C: 1.48 2.22 -1.63
C: -2.77 -0.57 -1.04
C: -0.35 1.26 3.02
C: -1.41 -2.50 1.05
C: 1.53 -3.19 -0.10
C: 1.98 -1.45 -2.73
C: 0.59 -2.17 -0.63
C: 0.37 4.47 -2.04
C: -0.46 -0.83 -2.19
C: -0.32 0.70 5.36
C: -0.70 1.54 4.32
C: 0.78 -1.45 -1.85
C: -0.73 -0.02 -3.40
C: -1.38 -1.07 -1.11
C: 0.79 -0.70 3.75
C: -0.74 -1.94 -0.16
H: 2.57 -2.99 -0.40
H: -1.74 0.40 -3.35
H: 2.88 -1.79 -2.20
H: -3.51 -1.30 -1.42
H: -0.85 -2.28 1.98
H: -0.05 3.16 -0.38
H: -0.66 1.89 2.17
H: 0.29 -0.55 1.72
H: 1.20 4.98 -1.52
H: -0.63 0.81 6.41
H: -2.88 0.35 -1.65
H: 1.57 1.79 -2.61
H: -0.67 -0.64 -4.31
H: 1.88 -2.06 -3.65
H: 1.29 -4.20 -0.50
H: -3.05 -0.31 0.00
H: -0.55 5.05 -1.90
H: 1.48 -3.20 1.01
H: -0.60 2.46 -1.93
H: 1.33 -1.60 3.41
H: 0.62 4.42 -3.11
H: -0.02 0.81 -3.52
H: -1.32 2.41 4.62
H: 2.33 2.60 -1.09
H: -2.40 -2.04 1.16
H: 2.17 -0.42 -3.07
H: -1.55 -3.59 1.03

=====

DFT (ωB97M-V with the def2-TZVPD basis set) results for a 5-piece molecular cluster, C18H27Cl16NO2 overall in a non-equilibrium geometry.

The structure (SMILES) is COCCCCCCCCC[C@H]1CCNC1=O.ClC(Cl)(Cl)Cl.ClC(Cl)(Cl)Cl.ClC(Cl)(Cl)Cl.ClC(Cl)(Cl)Cl. The HOMO-LUMO gap is 9.49 eV. Its calculated total energy is -225043.984 eV. The LUMO energy is 0.02 eV. As for the HOMO energy: -9.461 eV.

Positions of all 64 atoms, in Å:
Cl: 0.45 -6.94 6.54
Cl: 4.53 7.36 -3.99
Cl: 3.35 -3.84 1.44
Cl: 7.28 6.91 -3.18
Cl: 1.19 4.23 -0.31
Cl: 0.47 -3.56 1.26
Cl: 1.63 -8.16 4.19
Cl: 1.58 -9.60 6.71
Cl: -0.88 -9.16 5.24
Cl: 3.62 2.82 -1.01
Cl: 6.50 6.55 -5.95
Cl: 1.64 -5.36 3.22
Cl: 3.66 4.82 1.09
Cl: 1.90 -2.49 3.55
Cl: 6.60 9.21 -4.82
Cl: 3.35 5.62 -1.67
O: -2.78 3.37 -0.85
O: -0.30 1.02 2.38
N: -4.10 2.80 1.00
C: -4.78 1.55 1.53
C: -1.92 -1.88 -2.72
C: -4.00 1.10 -0.82
C: 2.95 4.37 -0.48
C: 0.46 -0.66 -2.62
C: -2.57 -1.05 -1.52
C: 1.89 -0.69 -1.93
C: -3.15 0.38 -1.96
C: 0.99 0.93 1.74
C: 0.77 0.55 0.19
C: 6.23 7.51 -4.48
C: -4.20 0.39 0.59
C: 0.70 -8.47 5.67
C: 1.89 -0.45 -0.36
C: 1.84 -3.81 2.37
C: -0.33 -2.06 -2.57
C: -0.76 -0.25 2.88
C: -3.52 2.53 -0.30
H: -2.34 -2.94 -2.65
H: -2.22 -1.51 -3.76
H: 2.47 -1.65 -2.14
H: -3.23 0.07 1.08
H: -1.66 -0.16 3.58
H: 0.00 -2.64 -3.51
H: -3.78 0.29 -2.91
H: -1.83 -0.96 -0.67
H: -0.22 -0.04 0.18
H: 1.80 -1.41 0.25
H: -3.46 -1.63 -1.11
H: 0.64 -0.46 -3.73
H: -0.04 -2.72 -1.69
H: -4.37 1.37 2.58
H: 1.65 0.12 2.20
H: -3.46 3.05 1.76
H: -0.23 0.17 -2.27
H: 0.58 1.47 -0.45
H: 2.93 -0.03 -0.09
H: 0.03 -0.84 3.45
H: 2.51 0.14 -2.42
H: -5.87 1.81 1.42
H: 1.46 1.97 1.78
H: -4.89 -0.51 0.51
H: -1.10 -0.93 2.02
H: -5.05 1.29 -1.21
H: -2.29 1.09 -2.22

=====

DFT (ωB97M-V with the def2-TZVPD basis set) results for one molecule with the formula C18H27Cl4O2P in a non-equilibrium geometry.

The structure (SMILES) is CCCCP1(CCCC)(CCCC)O[C@]12C(=O)C(Cl)=C(Cl)C(Cl)=C2Cl. The HOMO-LUMO gap is 7.01 eV. Its calculated total energy is -82575.247 eV. The LUMO energy is -0.64 eV. As for the HOMO energy: -7.643 eV.

Positions of all 52 atoms, in Å:
Cl: -4.27 4.77 2.87
Cl: -5.29 1.86 2.21
Cl: 0.82 3.14 2.13
Cl: -1.15 5.36 2.82
P: -0.17 0.37 0.56
O: -0.51 0.45 2.18
O: -3.14 0.00 1.58
C: -0.74 -3.66 2.62
C: -3.17 3.53 2.48
C: 3.64 -0.43 -0.72
C: -1.77 3.82 2.41
C: -0.86 2.83 2.02
C: -1.44 0.45 -2.11
C: 1.66 0.42 0.71
C: -0.83 1.26 -0.94
C: -3.64 2.24 2.18
C: 0.40 -2.47 0.64
C: 5.07 0.05 -0.95
C: -0.48 0.23 -3.27
C: -0.62 -1.39 0.25
C: -0.23 -3.77 1.18
C: 2.55 0.66 -0.54
C: -1.30 1.50 1.68
C: -1.18 -0.23 -4.55
C: -2.76 1.17 1.77
H: 0.27 -0.53 -2.99
H: 5.69 -0.84 -1.16
H: -2.32 1.00 -2.46
H: 1.98 -0.49 1.26
H: 3.36 -1.03 -1.59
H: -1.02 -4.13 0.51
H: -0.46 -0.28 -5.37
H: 5.16 0.72 -1.81
H: -1.58 -1.53 0.75
H: 0.08 1.16 -3.47
H: 5.49 0.55 -0.07
H: 1.93 0.72 -1.45
H: -1.60 1.98 -0.61
H: -1.99 0.45 -4.83
H: 0.97 -2.71 -0.26
H: 1.85 1.24 1.43
H: -0.77 -1.51 -0.83
H: 0.01 1.89 -1.30
H: 3.63 -1.11 0.14
H: 1.12 -2.11 1.38
H: -1.61 -1.23 -4.43
H: -1.11 -4.65 2.93
H: 0.58 -4.53 1.16
H: -1.84 -0.51 -1.77
H: 3.03 1.65 -0.42
H: 0.09 -3.39 3.29
H: -1.54 -2.92 2.76

=====

DFT (ωB97M-V with the def2-TZVPD basis set) results for C18H27ClMoN2O as an isolated structure in a non-equilibrium geometry.

Its expectation value of S² is 2.007. As for the spin multiplicity: 3. The HOMO-LUMO gap (spin up / spin down) is 1.87 / 5.57 eV. Its calculated total energy is -38505.765 eV. The LUMO energy (spin up / spin down) is 4.84 / 4.78 eV. The net charge is -2. As for the HOMO energy (spin up / spin down): 2.971 / -0.797 eV.

Positions of all 50 atoms, in Å:
Mo: 1.78 -0.70 3.48
Cl: -0.36 0.12 3.47
O: 3.13 -0.25 4.38
N: -0.73 2.15 -0.58
N: -2.16 0.63 -0.79
C: -3.24 -1.37 -1.57
C: 2.86 -3.12 -0.65
C: 1.33 3.26 -1.18
C: 2.03 -2.08 -1.08
C: -1.82 -1.43 0.45
C: 3.66 -4.01 -1.58
C: 1.59 -1.40 1.25
C: -2.84 -0.60 -0.33
C: 2.93 -3.37 0.72
C: -2.69 1.75 -1.45
C: 0.43 2.90 -0.02
C: 2.27 -2.54 1.65
C: -0.89 0.86 -0.44
C: -3.94 -0.24 0.67
C: -0.08 4.11 0.76
C: 1.23 2.05 0.97
C: -1.76 2.70 -1.35
C: 1.36 -1.27 -0.13
H: 3.06 -4.81 -2.01
H: -4.63 0.50 0.25
H: 2.18 3.83 -0.80
H: 1.95 -1.88 -2.16
H: -3.64 1.71 -1.98
H: -4.48 -1.14 0.98
H: -1.72 3.71 -1.78
H: -1.43 -0.90 1.34
H: -2.29 -2.36 0.81
H: -3.46 0.20 1.56
H: -0.98 -1.75 -0.18
H: 2.17 2.59 1.21
H: -3.73 -2.31 -1.29
H: -0.68 3.76 1.61
H: 0.60 -0.56 -0.51
H: 0.68 1.85 1.90
H: -0.68 4.77 0.13
H: 3.53 -4.21 1.06
H: -2.31 -1.61 -2.12
H: 2.33 -2.76 2.73
H: 1.49 1.06 0.57
H: 0.78 3.83 -1.94
H: 0.78 4.65 1.17
H: 1.71 2.32 -1.62
H: 4.45 -4.48 -0.99
H: -3.89 -0.77 -2.22
H: 4.13 -3.45 -2.39

=====

DFT (ωB97M-V with the def2-TZVPD basis set) results for one molecule with the formula C18H27ClN2O4S.

The structure (SMILES) is CCOC(=O)C1CCN(CC(C)(C)NS(=O)(=O)c2ccc(Cl)cc2)CC1. The HOMO-LUMO gap is 9.16 eV. Its calculated total energy is -53632.614 eV. The LUMO energy is 0.43 eV. As for the HOMO energy: -8.730 eV.

Positions of all 53 atoms, in Å:
Cl: 1.53 4.63 -0.71
S: 2.93 -1.23 0.99
O: 3.09 -1.26 2.42
O: 3.99 -1.75 0.18
O: -5.01 -0.59 -0.39
O: -4.19 1.13 0.79
N: 1.45 -1.94 0.70
N: -1.10 -1.57 -1.01
C: -1.71 0.72 -0.44
C: -0.41 -2.79 -0.64
C: -3.04 0.58 -1.19
C: 1.60 -1.76 -1.72
C: -4.84 -0.10 2.79
C: 1.35 2.47 0.89
C: 2.59 0.46 0.51
C: -2.91 -0.50 -2.26
C: -5.22 0.97 1.77
C: 1.12 -2.61 -0.56
C: -1.27 -0.64 0.09
C: 2.89 2.31 -0.97
C: 1.95 3.02 -0.24
C: -2.38 -1.81 -1.66
C: 3.21 1.02 -0.59
C: 1.68 1.18 1.26
C: 1.80 -3.99 -0.59
C: -4.18 0.27 -0.23
H: 1.25 0.72 2.13
H: -4.77 -1.07 2.30
H: 0.63 3.04 1.45
H: 1.28 -2.22 -2.66
H: -3.89 0.14 3.25
H: -6.15 0.70 1.27
H: -0.61 -3.53 -1.41
H: -0.31 -0.54 0.60
H: 1.17 -0.77 -1.66
H: 1.41 -4.63 0.20
H: -2.01 -1.02 0.81
H: 3.93 0.44 -1.14
H: -3.29 1.54 -1.66
H: -1.81 1.42 0.38
H: -3.88 -0.70 -2.72
H: -2.23 -2.53 -2.47
H: -0.78 -3.19 0.32
H: -2.22 -0.16 -3.03
H: 2.87 -3.86 -0.45
H: -0.95 1.09 -1.13
H: 1.18 -2.47 1.51
H: 3.35 2.77 -1.83
H: 2.69 -1.70 -1.71
H: -5.32 1.95 2.24
H: 1.63 -4.48 -1.55
H: -3.12 -2.22 -0.96
H: -5.61 -0.15 3.56

=====

DFT (ωB97M-V with the def2-TZVPD basis set) results for C18H27LuN2O4P2S2 as an isolated structure in a non-equilibrium geometry.

The HOMO-LUMO gap (spin up / spin down) is 2.74 / 2.66 eV. Its calculated total energy is -104124.506 eV. The LUMO energy (spin up / spin down) is -10.89 / -10.98 eV. The net charge is +2. As for the HOMO energy (spin up / spin down): -13.636 / -13.640 eV.

Positions of all 56 atoms, in Å:
Lu: -0.17 0.08 -0.21
S: -0.90 -0.21 2.21
S: 2.52 1.31 4.23
P: -2.71 0.36 -1.06
P: 2.23 -0.55 -0.98
O: 3.75 0.54 4.25
O: -2.28 -2.28 -4.75
O: 2.54 2.73 4.41
O: -0.56 -4.07 -2.40
N: -0.04 0.99 -2.40
N: 1.59 0.86 2.80
C: 0.28 0.06 4.59
C: 3.45 -0.44 0.37
C: 0.26 -0.09 7.36
C: -2.44 0.80 -2.74
C: 1.33 0.60 5.32
C: 2.63 -1.93 -2.08
C: 0.46 0.28 3.16
C: 0.23 2.35 -4.83
C: -1.01 1.92 -4.42
C: -0.81 -0.63 6.61
C: -3.79 -1.08 -0.86
C: -0.80 -0.56 5.22
C: 2.42 0.95 -2.02
C: 1.19 1.32 -2.87
C: -3.40 1.80 -0.19
C: 1.35 2.04 -4.05
C: -1.16 1.23 -3.19
C: 1.34 0.54 6.71
H: -2.51 -1.35 -4.55
H: -0.48 -1.78 -0.36
H: -1.91 2.14 -4.98
H: -4.76 -0.93 -1.35
H: -1.64 -1.12 7.12
H: -3.29 0.96 -3.42
H: -3.94 -1.27 0.21
H: 3.18 0.38 1.05
H: -3.28 -1.96 -1.29
H: 2.35 2.35 -4.33
H: -0.97 -3.64 -3.18
H: -2.72 2.65 -0.33
H: -1.61 -0.98 4.62
H: 2.48 -2.86 -1.53
H: 2.17 0.97 7.26
H: 3.31 0.79 -2.65
H: 2.66 1.79 -1.34
H: 0.20 -3.51 -2.16
H: 3.37 -1.37 0.95
H: 4.47 -0.34 -0.04
H: 3.66 -1.86 -2.44
H: -4.38 2.05 -0.61
H: 1.93 -1.92 -2.92
H: -2.89 -2.50 -5.48
H: 0.34 2.93 -5.74
H: -3.48 1.59 0.88
H: 0.23 -0.15 8.45